16
Properties=species:S:1:pos:R:3:nbo_charge:R:1 method="wB97M-V/def2-TZVPD" charge=+1 de_lowest_kj_mol=361.5 homo_energy_ev=-13.919 total_energy_ha=-342.2196 spin_multiplicity=1 lumo_ev=-4.43
C -1.720 0.622 -0.030 0.023
C -0.662 -2.467 -0.128 1.025
C 1.032 2.104 -0.400 -0.654
C 0.696 0.519 -0.125 -0.266
N 0.212 -2.497 0.773 -0.814
N -0.608 0.035 -0.005 -0.488
O -1.490 -2.619 -0.865 -0.286
H -1.850 1.685 -0.094 0.181
H -2.565 0.063 0.115 0.179
H 0.092 2.492 -0.908 0.213
H 1.247 2.683 0.571 0.236
H 1.873 2.320 -1.185 0.251
H 1.240 0.315 0.835 0.199
H 1.336 -0.115 -0.902 0.220
H 0.554 -1.699 1.364 0.506
H 0.612 -3.442 0.982 0.475

168
Properties=species:S:1:pos:R:3:lowdin_charge:R:1 method="wB97M-V/def2-TZVPD" charge=-1 homo_energy_ev=-1.555 total_energy_ha=-13823.9267 spin_multiplicity=1 lumo_ev=0.20
C -0.456 -1.095 -1.125 -0.065
C -0.031 -1.540 0.236 -0.148
N -0.146 -0.401 1.346 -0.209
C -1.463 0.443 1.251 0.046
C -0.368 -1.092 2.755 -0.145
C 0.797 -1.983 3.160 -0.056
C 1.077 0.468 1.227 -0.081
C 1.164 1.609 2.286 -0.182
O 1.299 1.084 3.590 -0.216
C 1.531 2.027 4.630 -0.062
H -1.501 -0.788 -1.143 0.093
H -0.505 -1.940 -1.812 0.095
H 0.318 -0.451 -1.544 0.085
H 0.976 -1.957 0.224 0.125
H -0.581 -2.403 0.612 0.126
H -1.644 1.015 2.161 0.105
H -2.278 -0.274 1.154 0.121
H -1.287 1.053 0.364 0.108
H -1.349 -1.561 2.681 0.132
H -0.562 -0.307 3.487 0.113
H 0.892 -2.807 2.453 0.072
H 0.672 -2.408 4.156 0.089
H 1.775 -1.502 3.157 0.073
H 1.145 0.733 0.172 0.132
H 1.958 -0.154 1.383 0.127
H 0.224 2.157 2.210 0.113
H 1.928 2.335 2.010 0.134
H 1.035 2.958 4.354 0.089
H 2.611 2.140 4.717 0.092
H 1.090 1.746 5.586 0.093
C -7.964 -1.216 -1.545 -0.073
C -7.245 -1.698 -0.484 -0.431
C -7.212 -0.967 0.859 -0.417
O -6.649 -1.428 1.923 -0.165
C -7.981 0.198 1.024 -0.043
C -8.711 0.789 -0.093 -0.422
C -8.755 -0.059 -1.483 -0.374
O -9.471 0.428 -2.405 -0.094
O -9.163 1.886 -0.018 -0.006
O -6.627 -2.784 -0.709 -0.120
H -7.986 -1.700 -2.510 0.087
H -8.112 0.684 1.979 0.072
C 6.012 1.623 -3.701 0.043
N 5.013 1.496 -2.586 -0.423
O 4.623 0.332 -2.260 0.016
O 4.723 2.544 -2.065 0.073
H 6.422 2.630 -3.631 0.093
H 5.469 1.429 -4.626 0.103
H 6.850 0.957 -3.495 0.096
C -2.535 -6.585 0.342 0.037
N -1.120 -6.677 0.168 -0.499
O -0.727 -6.716 -0.959 0.073
O -0.376 -6.795 1.114 0.048
H -2.948 -7.529 0.699 0.114
H -2.982 -6.239 -0.590 0.115
H -2.605 -5.854 1.147 0.109
C 4.870 -2.042 7.952 0.028
N 5.745 -0.865 8.027 -0.414
O 5.225 0.253 8.297 0.032
O 6.948 -0.995 7.781 0.051
H 3.952 -1.813 7.411 0.100
H 4.638 -2.338 8.975 0.106
H 5.373 -2.865 7.445 0.098
C 8.242 2.743 4.691 0.021
N 7.850 3.828 5.589 -0.434
O 7.053 4.680 5.153 0.044
O 8.389 3.828 6.682 0.070
H 9.074 3.004 4.037 0.103
H 7.396 2.365 4.117 0.100
H 8.635 1.980 5.363 0.096
C 7.244 -3.486 0.580 0.058
N 5.973 -3.097 1.298 -0.434
O 5.903 -1.990 1.849 0.019
O 4.945 -3.704 1.102 0.062
H 7.467 -2.557 0.055 0.097
H 7.117 -4.260 -0.177 0.098
H 7.943 -3.729 1.380 0.100
Br -3.555 4.051 5.852 0.559
C -5.341 3.770 5.094 -0.716
C -6.259 4.747 5.792 -0.740
Br -8.014 4.295 5.121 0.668
H -5.658 2.763 5.367 0.052
H -5.344 3.879 4.010 0.065
H -5.993 5.760 5.491 0.055
H -6.280 4.600 6.871 0.050
Br 1.209 0.866 -7.294 0.587
C 0.622 0.314 -9.092 -0.686
C 1.332 1.222 -10.082 -0.756
Br 0.827 0.713 -11.871 0.637
H -0.459 0.389 -9.212 0.061
H 0.945 -0.712 -9.265 0.050
H 2.401 1.116 -9.898 0.049
H 1.074 2.272 -9.944 0.052
C -4.334 -9.005 6.197 -0.079
C -3.243 -8.183 5.580 -0.311
O -2.185 -8.114 6.499 -0.156
C -1.205 -7.157 6.041 -0.272
C 0.097 -7.099 6.812 -0.077
H -4.030 -10.051 6.178 0.075
H -4.715 -8.747 7.185 0.078
H -5.289 -8.920 5.678 0.075
H -2.821 -8.675 4.704 0.117
H -3.594 -7.194 5.285 0.119
H -1.011 -7.234 4.971 0.111
H -1.738 -6.206 6.072 0.110
H 0.756 -6.370 6.340 0.068
H 0.692 -7.997 6.648 0.069
H 0.081 -6.941 7.891 0.074
C -4.137 4.847 -1.511 -0.048
C -3.141 5.767 -2.280 -0.304
O -1.832 5.294 -2.250 -0.169
C -0.905 6.079 -3.063 -0.280
C 0.242 5.218 -3.315 -0.107
H -5.116 5.323 -1.483 0.079
H -4.092 3.799 -1.807 0.074
H -3.816 4.831 -0.469 0.063
H -3.390 5.932 -3.329 0.106
H -3.204 6.758 -1.831 0.108
H -1.327 6.283 -4.047 0.117
H -0.596 6.958 -2.497 0.122
H 0.768 5.078 -2.370 0.074
H 0.961 5.628 -4.024 0.081
H -0.130 4.235 -3.605 0.084
C 2.980 -5.223 -9.896 -0.072
C 3.509 -6.012 -8.691 -0.244
O 3.556 -5.249 -7.475 -0.163
C 2.355 -5.113 -6.789 -0.330
C 2.498 -4.492 -5.409 -0.064
H 2.403 -4.315 -9.720 0.069
H 3.808 -4.874 -10.513 0.063
H 2.429 -5.872 -10.578 0.069
H 2.985 -6.953 -8.521 0.109
H 4.537 -6.319 -8.883 0.111
H 1.608 -4.588 -7.383 0.113
H 1.955 -6.116 -6.637 0.112
H 2.898 -3.497 -5.606 0.075
H 3.248 -5.074 -4.873 0.074
H 1.547 -4.627 -4.894 0.080
C -3.786 1.850 -6.370 -0.092
C -4.367 0.698 -5.676 -0.291
O -3.776 -0.467 -6.218 -0.178
C -4.272 -1.668 -5.651 -0.291
C -3.511 -2.886 -6.187 -0.073
H -4.348 2.730 -6.057 0.079
H -2.740 2.025 -6.119 0.069
H -3.804 1.811 -7.459 0.077
H -3.926 0.595 -4.685 0.124
H -5.457 0.713 -5.678 0.134
H -4.258 -1.779 -4.567 0.117
H -5.335 -1.680 -5.891 0.120
H -3.804 -3.806 -5.682 0.076
H -2.442 -2.696 -6.095 0.064
H -3.749 -2.839 -7.250 0.067
C 2.824 7.950 1.537 -0.069
C 2.902 8.038 3.075 -0.310
O 2.533 9.328 3.429 -0.155
C 2.576 9.500 4.850 -0.283
C 2.211 10.899 5.220 -0.087
H 1.774 7.789 1.290 0.067
H 3.171 8.872 1.070 0.076
H 3.379 7.109 1.123 0.067
H 2.387 7.225 3.587 0.118
H 3.975 7.972 3.252 0.110
H 1.997 8.753 5.394 0.121
H 3.629 9.422 5.120 0.115
H 1.137 11.063 5.122 0.076
H 2.755 11.605 4.592 0.079
H 2.511 11.226 6.215 0.075

104
Properties=species:S:1:pos:R:3:lowdin_charge:R:1 method="wB97M-V/def2-TZVPD" charge=+1 de_lowest_kj_mol=0.0 homo_energy_ev=-8.315 total_energy_ha=-2425.1307 spin_multiplicity=1 lumo_ev=-5.10
C -5.123 -2.694 -5.920 0.019
N -3.772 -3.249 -5.740 -0.189
C -3.580 -4.712 -5.820 -0.007
C -2.757 -2.438 -5.627 -0.441
Cl -1.151 -2.968 -5.527 0.868
H -5.823 -3.531 -5.964 0.103
H -5.378 -2.031 -5.083 0.118
H -5.173 -2.110 -6.850 0.119
H -4.571 -5.148 -5.930 0.099
H -2.956 -4.973 -6.682 0.110
H -3.101 -5.093 -4.912 0.110
H -2.893 -1.355 -5.692 0.114
C -0.359 3.894 -0.208 -0.044
C -1.315 3.343 -1.254 -0.532
C -2.662 3.041 -0.577 -0.037
C -1.530 4.441 -2.304 -0.044
C -0.814 2.074 -1.988 -0.106
C -1.740 1.483 -2.857 -0.046
C -1.485 0.251 -3.448 -0.073
C -0.205 -0.289 -3.362 -0.058
C 0.843 0.451 -2.812 -0.063
C 2.280 0.156 -3.320 -0.520
C 3.048 -0.750 -2.361 -0.048
C 2.997 1.479 -3.606 -0.031
C 2.252 -0.628 -4.644 -0.076
C 0.452 1.450 -1.848 -0.064
N 1.107 1.482 -0.577 0.045
C 0.487 0.941 0.549 -0.220
C -0.841 0.572 0.596 -0.063
C -1.592 0.294 1.797 -0.209
C -1.517 1.149 2.934 -0.013
C -1.916 0.677 4.168 0.012
C -2.446 -0.630 4.232 -0.177
N -2.101 -1.377 5.395 -0.327
O -2.366 -2.599 5.429 0.037
O -1.486 -0.773 6.310 0.028
C -2.874 -1.319 3.078 -0.002
C -2.434 -0.855 1.855 -0.030
N 1.496 0.559 1.409 0.045
C 1.363 -0.239 2.598 -0.076
C 0.930 -1.597 2.535 -0.062
C 1.015 -2.579 1.310 -0.502
C 0.017 -3.741 1.477 -0.059
C 2.451 -3.127 1.253 -0.031
C 0.710 -1.979 -0.048 -0.066
C 0.543 -2.182 3.751 -0.038
C 1.036 -1.702 4.963 -0.046
C 1.770 -0.531 4.957 -0.034
C 1.725 0.322 3.843 -0.081
C 2.051 1.801 4.199 -0.525
C 1.274 2.149 5.485 -0.041
C 1.653 2.850 3.180 -0.051
C 3.548 1.921 4.489 -0.037
C 2.710 0.999 0.886 -0.046
C 2.466 1.577 -0.301 -0.063
H 0.615 4.153 -0.639 0.096
H -0.806 4.802 0.225 0.098
H -0.227 3.183 0.614 0.061
H -3.443 2.817 -1.314 0.078
H -2.567 2.184 0.100 0.067
H -2.984 3.907 0.016 0.096
H -2.273 4.144 -3.053 0.078
H -1.872 5.360 -1.812 0.094
H -0.585 4.654 -2.820 0.094
H -2.689 1.988 -3.056 0.110
H -2.259 -0.256 -4.021 0.062
H -0.008 -1.257 -3.823 0.051
H 2.475 -1.668 -2.174 0.078
H 4.017 -1.037 -2.797 0.098
H 3.259 -0.272 -1.402 0.057
H 2.594 1.908 -4.533 0.096
H 2.849 2.225 -2.824 0.059
H 4.073 1.308 -3.737 0.099
H 1.593 -0.165 -5.388 0.091
H 3.264 -0.656 -5.072 0.097
H 1.948 -1.672 -4.503 0.072
H -1.341 0.445 -0.359 0.111
H -1.137 2.166 2.813 0.103
H -1.783 1.238 5.089 0.114
H -3.455 -2.229 3.201 0.122
H -2.676 -1.386 0.929 0.116
H -0.994 -3.361 1.687 0.080
H -0.046 -4.318 0.544 0.085
H 0.319 -4.436 2.271 0.087
H 3.171 -2.307 1.125 0.086
H 2.708 -3.662 2.175 0.093
H 2.563 -3.819 0.407 0.089
H 1.400 -1.176 -0.312 0.059
H 0.809 -2.763 -0.817 0.087
H -0.317 -1.607 -0.109 0.074
H -0.073 -3.082 3.780 0.107
H 0.869 -2.256 5.887 0.122
H 2.286 -0.223 5.868 0.115
H 1.699 1.665 6.374 0.085
H 1.296 3.234 5.661 0.090
H 0.222 1.839 5.399 0.073
H 2.290 2.843 2.295 0.069
H 0.603 2.744 2.895 0.056
H 1.766 3.837 3.650 0.096
H 4.142 1.640 3.612 0.077
H 3.788 2.960 4.746 0.095
H 3.849 1.276 5.322 0.085
H 3.638 0.862 1.421 0.133
H 3.163 2.066 -0.961 0.116

33
Properties=species:S:1:pos:R:3:nbo_charge:R:1 method="wB97M-V/def2-TZVPD" de_lowest_kj_mol=0.0 homo_energy_ev=-8.142 total_energy_ha=-1250.4141 smiles="CC(=O)Nc1nc2ccc(-c3sc(C)nc3C)cn2n1" spin_multiplicity=1 lumo_ev=0.20
O -3.668 -0.719 3.622 -0.588
N -1.452 -0.010 1.771 -0.285
N 0.025 1.238 3.001 -0.513
N 1.302 -1.159 -4.322 -0.441
S 2.264 1.039 -3.257 0.369
C -3.174 0.141 4.351 0.672
C -1.212 0.623 2.913 0.477
C 0.590 0.923 1.862 0.332
C 2.047 -0.092 -4.574 0.089
C 1.906 1.301 1.291 -0.223
C 2.120 0.966 -0.042 -0.166
C 1.357 -0.109 -2.242 -0.230
C 1.131 0.178 -0.832 -0.125
C -0.040 -0.209 -0.182 0.052
C 0.951 -1.204 -2.974 0.163
N -2.036 0.822 4.014 -0.614
N -0.298 0.175 1.118 -0.157
C -3.864 0.418 5.660 -0.695
C 2.574 0.234 -5.919 -0.667
C 0.195 -2.427 -2.531 -0.647
H 2.658 1.793 1.870 0.238
H 3.045 1.282 -0.489 0.223
H -0.841 -0.708 -0.671 0.232
H -1.721 1.508 4.705 0.420
H -3.685 -0.394 6.332 0.242
H -3.475 1.321 6.115 0.201
H -4.920 0.491 5.476 0.247
H 1.866 0.882 -6.445 0.237
H 3.590 0.692 -5.878 0.228
H 2.678 -0.689 -6.498 0.244
H 0.688 -3.299 -2.948 0.235
H 0.243 -2.573 -1.461 0.220
H -0.843 -2.438 -2.830 0.231